Entry 1:
The following is a DFT calculation (ωB97M-V/def2-TZVPD) of one molecule with the formula C5H8O.

The geometry in XYZ format:
```
14
Properties=species:S:1:pos:R:3:forces:R:3:nbo_charge:R:1
C 0.47796 -1.38512 0.63954 -0.1 -0.1 0.2 -0.06
C -0.39809 -0.20762 1.05134 0.0 0.0 0.1 -0.43
C 0.15366 0.92958 0.17927 0.0 0.0 0.1 -0.27
C -0.70112 1.03861 -1.05590 -0.1 0.1 -0.2 -0.44
C 0.54797 0.16686 -1.03834 0.1 0.2 -0.1 0.08
O 0.59235 -1.21436 -0.77596 -0.2 0.0 -0.1 -0.52
H 0.02241 -2.36265 0.82232 0.0 0.1 0.0 0.19
H 1.46466 -1.36433 1.13233 -0.1 0.1 -0.2 0.16
H -1.40036 -0.43970 0.67513 0.0 0.0 0.4 0.20
H -0.46757 -0.00044 2.11995 0.2 0.0 -0.1 0.22
H 0.72797 1.74629 0.60940 -0.2 -0.1 -0.1 0.22
H -1.72647 0.70757 -0.91537 0.2 -0.3 -0.3 0.21
H -0.61709 1.89767 -1.71467 0.1 0.0 0.2 0.22
H 1.32371 0.48764 -1.72905 0.0 0.0 0.3 0.20
```
Forces are in eV/Å.

Energy relative to the best compared isomer or geometry (same formula, charge and spin) = 170.2 kJ/mol
Molecular weight = 84.118 g mol⁻¹
E_tot = -7360.491 eV
Structure (SMILES) = C1C[C@@H]2C[C@@H]2O1
Gap between HOMO and LUMO = 10.4160 eV

=====

Entry 2:
The following is a DFT calculation (ωB97M-V/def2-TZVPD) of a 2-piece molecular cluster, C5H17N3Si overall at a distorted geometry.

The geometry in XYZ format:
```
26
Properties=species:S:1:pos:R:3:forces:R:3:nbo_charge:R:1
C 0.65829 -2.44217 1.04404 -1.3 -0.1 -2.0 -0.42
C 0.69827 2.17131 1.22360 0.6 0.6 -0.5 -0.42
C 2.47485 0.56417 0.76151 -1.1 0.5 -2.1 -0.39
C -1.87834 1.44603 -1.44591 -0.4 -2.3 0.1 -0.40
C -1.88690 -1.11868 -1.84977 0.1 0.0 0.9 -0.39
N 0.35374 -1.69580 -0.21713 0.1 -0.3 0.9 -1.13
N 1.05048 0.94199 0.55317 0.6 0.0 -0.2 -0.95
N -1.34657 0.10433 -1.22058 1.8 -0.2 1.6 -0.93
Si -0.21446 -0.07314 0.07599 -1.7 -1.9 1.1 2.03
H -0.36474 -2.58403 1.45774 1.4 -0.2 0.8 0.22
H 1.19502 -3.35119 0.76362 -0.6 -0.4 0.2 0.19
H 1.40114 -1.83825 1.48401 0.4 0.5 2.1 0.18
H -0.16795 1.99088 1.79946 -1.3 0.0 0.7 0.22
H 1.47837 2.41685 1.94435 0.1 0.4 -0.2 0.20
H 0.49406 3.00693 0.52670 0.4 -0.2 0.4 0.19
H 2.66908 0.54433 1.81572 0.5 0.1 0.5 0.19
H 2.68755 -0.39983 0.30236 -0.1 -0.2 0.2 0.20
H 3.07668 1.27910 0.16143 0.1 -0.2 0.9 0.20
H -1.91651 1.92987 -0.48733 0.0 0.8 0.3 0.20
H -1.29335 1.93033 -2.18488 0.4 1.0 -0.6 0.19
H -2.87904 1.27177 -1.78475 -0.8 0.6 -0.4 0.19
H -1.21945 -1.45740 -2.66874 -0.7 0.1 0.2 0.19
H -1.99390 -1.98519 -1.11635 0.2 1.3 -0.9 0.22
H -2.89213 -0.83159 -2.14980 -0.1 -0.3 -0.6 0.19
H 1.19371 -1.83552 -0.73932 0.2 0.5 -1.1 0.38
H -1.37788 0.01490 1.95085 1.4 -0.2 -2.4 -0.35
```
Forces are in eV/Å.

Energy relative to the best compared isomer or geometry (same formula, charge and spin) = 179.5 kJ/mol
Molecular weight = 147.298 g mol⁻¹
E_tot = -17806.779 eV
Gap between HOMO and LUMO = 8.9005 eV

=====

Entry 3:
The following is a DFT calculation (ωB97M-V/def2-TZVPD) of a 3-piece molecular cluster, C21H42ClF3N2O4S overall at a distorted geometry.

The geometry in XYZ format:
```
74
Properties=species:S:1:pos:R:3:forces:R:3:lowdin_charge:R:1
O 3.37758 1.51158 1.92497 0.2 0.1 1.1 0.07
C 3.12003 1.32852 0.79292 -0.2 0.0 -0.5 -0.80
Cl 4.43334 1.14986 -0.36091 0.1 0.0 -0.4 0.79
C 1.70648 1.30699 0.28056 -0.2 -0.3 -0.1 -0.11
C 1.24953 0.44111 -0.91593 0.4 0.4 -0.1 -0.29
C 1.14423 1.22258 -2.23663 -0.4 -0.2 0.0 -0.10
C 2.28379 1.02749 -3.19876 0.1 0.4 -0.4 -0.35
C 2.17708 1.88592 -4.44800 0.0 -0.1 0.0 -0.10
C 2.21089 3.40332 -4.23138 0.0 -0.2 -0.2 -0.06
C 3.25995 3.91320 -3.27790 0.2 0.2 0.0 -0.61
F 3.48235 5.23065 -3.47723 0.0 -0.3 0.1 0.13
F 2.91510 3.77822 -1.97532 0.0 -0.1 -0.2 0.12
F 4.44042 3.28055 -3.44287 -0.2 0.1 0.1 0.14
O 2.18909 -0.35659 -3.65124 0.1 0.2 0.2 -0.19
S 2.76962 -1.38504 -2.59586 0.0 -0.7 0.0 0.61
O 4.18499 -1.22358 -2.50518 0.1 0.3 0.1 -0.28
O 2.24098 -2.66269 -2.95688 0.0 0.2 -0.1 -0.26
C 1.97941 -0.92037 -1.04621 -0.4 -0.1 -0.1 -0.17
H 1.13428 1.01563 1.16059 0.0 0.0 0.1 0.12
H 1.45981 2.35444 0.10056 0.0 0.1 -0.1 0.13
H 0.22097 0.18625 -0.66953 -0.1 0.0 0.1 0.11
H 0.95058 2.27407 -2.04334 0.1 0.1 0.1 0.12
H 0.25892 0.84970 -2.75907 0.0 0.0 -0.1 0.12
H 3.26361 1.18757 -2.75652 0.1 -0.1 0.2 0.10
H 1.23918 1.63493 -4.94220 0.0 0.0 -0.2 0.13
H 2.98929 1.61189 -5.11806 0.0 -0.1 0.0 0.13
H 1.23731 3.78506 -3.93344 0.0 0.1 0.2 0.13
H 2.45253 3.87184 -5.18344 -0.1 0.0 -0.1 0.13
H 2.74014 -1.08781 -0.29071 0.1 0.1 0.1 0.09
H 1.24051 -1.70941 -0.93782 0.0 -0.1 0.0 0.09
C -2.07129 -1.21400 -2.53360 0.1 -0.1 0.0 -0.08
C -3.28106 -1.13306 -1.61900 0.0 0.0 -0.1 -0.27
N -3.22500 0.01320 -0.72801 0.0 0.0 0.1 -0.20
C -4.19045 -0.04549 0.35557 -0.1 0.0 0.2 -0.25
C -5.68144 -0.00544 0.00030 0.0 0.0 0.0 -0.08
C -3.06930 1.30310 -1.37635 0.1 0.1 -0.1 -0.25
C -4.11407 1.71920 -2.42001 0.0 0.1 0.0 -0.08
H -1.15220 -1.17533 -1.94389 0.0 0.0 0.0 0.06
H -2.07434 -2.15453 -3.08395 0.0 0.0 0.0 0.08
H -2.04609 -0.40780 -3.26815 0.0 0.0 0.0 0.07
H -3.30594 -2.02950 -0.99456 0.0 0.0 0.0 0.12
H -4.19519 -1.15784 -2.23300 0.0 0.0 0.0 0.10
H -3.96767 0.76743 1.05199 0.0 0.0 0.0 0.11
H -3.99508 -0.96854 0.91025 0.0 0.0 -0.1 0.11
H -6.00165 0.98646 -0.31566 0.0 0.0 0.0 0.06
H -6.27263 -0.27034 0.87857 0.0 0.0 0.0 0.07
H -5.93184 -0.71562 -0.78806 0.0 0.0 0.0 0.07
H -2.08636 1.32148 -1.85794 0.0 -0.1 0.0 0.08
H -3.01551 2.06424 -0.59398 -0.1 0.0 0.1 0.11
H -4.32529 0.91595 -3.12683 0.0 0.0 0.0 0.07
H -3.73935 2.56845 -2.99479 0.0 0.0 0.0 0.07
H -5.05338 2.02723 -1.96435 0.0 -0.1 0.0 0.06
C 0.19966 -1.91869 1.81151 0.0 0.1 -0.1 -0.09
C -0.22615 -1.60799 3.23775 0.1 0.1 -0.1 -0.27
N 0.27013 -2.57583 4.19366 0.0 0.0 0.0 -0.20
C -0.35881 -2.47674 5.49794 -0.1 0.0 0.1 -0.25
C -0.14222 -1.19440 6.31103 0.0 0.0 0.0 -0.08
C 1.70999 -2.77496 4.18791 0.2 0.0 -0.1 -0.24
C 2.60916 -1.55161 4.41416 0.0 -0.1 0.0 -0.07
H -0.07268 -2.93722 1.53241 0.0 0.0 0.0 0.09
H -0.30349 -1.23349 1.12382 0.0 0.0 0.0 0.06
H 1.27575 -1.79762 1.67417 0.0 0.0 0.0 0.06
H -1.31814 -1.62392 3.28613 0.0 0.0 0.1 0.12
H 0.07930 -0.57546 3.47829 0.0 0.0 0.0 0.10
H -0.03813 -3.33529 6.09344 0.1 0.0 0.0 0.11
H -1.43493 -2.60992 5.34777 0.0 0.0 -0.1 0.11
H 0.86508 -1.13360 6.72031 0.0 0.0 0.0 0.06
H -0.83500 -1.17592 7.15441 0.0 0.0 0.0 0.07
H -0.32650 -0.29852 5.71737 0.0 0.0 0.0 0.07
H 1.98332 -3.22353 3.22930 0.0 0.0 0.0 0.10
H 1.94203 -3.54006 4.93198 -0.1 0.0 0.1 0.11
H 2.30342 -0.69777 3.80712 0.0 0.0 0.0 0.06
H 3.63519 -1.79603 4.13362 0.0 0.0 0.0 0.07
H 2.62612 -1.23660 5.45615 0.0 0.1 0.0 0.06
```
Forces are in eV/Å.

Molecular weight = 511.091 g mol⁻¹
E_tot = -65138.688 eV
Structure (SMILES) = O=C(Cl)C[C@H]1C[C@H](CCC(F)(F)F)OS(=O)(=O)C1.CCN(CC)CC.CCN(CC)CC
Gap between HOMO and LUMO = 8.5623 eV